Entry 1:
This record from the OMol25 dataset describes a gas-phase ion, C3H8N2O2 (charge -2). The level of theory is ωB97M-V/def2-TZVPD.

XYZ file:
```
15
Properties=species:S:1:pos:R:3:lowdin_charge:R:1
C 0.66043 -0.47970 1.25727 -0.12
C 0.19049 -0.22069 -0.19831 -0.54
C 1.24388 0.24854 -1.19632 -0.15
N -0.85217 0.71372 -0.27950 -0.23
O -0.71703 1.99132 0.83536 -0.56
N -2.06591 -0.02365 -0.44809 -0.29
O -2.30696 -0.91479 0.57213 -0.50
H 0.20099 0.48840 1.65724 0.05
H 0.08787 -1.32231 1.66123 0.03
H 1.66803 -0.67711 1.56640 0.01
H -0.08033 -1.23129 -0.72439 0.13
H 1.75018 1.22576 -0.99684 0.07
H 0.90527 0.01976 -2.18688 0.03
H 2.05787 -0.48507 -1.08319 0.03
H -2.74260 0.66713 -0.43612 0.01
```

Its structure (SMILES) is CC(C)N([O-])N[O-]. The multiplicity is 1. As for the net charge: -2. The calculation puts the total energy at -378.7445 Ha. The relative energy (zero: lowest compared OMol25 entry of this formula, charge and spin) comes out at 99.6 kcal per mole.


Entry 2:
This record from the OMol25 dataset describes C3H8N2O2 in the gas phase. The level of theory is ωB97M-V/def2-TZVPD.

XYZ file:
```
15
Properties=species:S:1:pos:R:3:lowdin_charge:R:1
N 1.45160 -1.77331 0.50576 0.09
C 0.75971 -1.02978 -0.50190 -0.44
O 0.72078 -1.45415 -1.63251 0.07
C -0.31997 0.00720 0.10475 -0.28
N 0.41979 0.52272 1.35088 0.02
C -0.71527 0.92002 -0.90715 -0.30
O -1.77654 1.72378 -0.51024 -0.06
H 2.10302 -1.19863 1.12888 0.12
H 1.37053 -2.75410 0.32550 0.08
H -1.13897 -0.64434 0.51875 0.16
H 0.08145 -0.04719 2.11367 0.06
H 0.23822 1.46970 1.72364 0.08
H -1.09907 0.46939 -1.84206 0.14
H 0.19553 1.62880 -1.19111 0.17
H -2.29082 2.15990 -1.18685 0.09
```

Its structure (SMILES) is NC(=O)[C@@H](N)CO. The multiplicity is 1. As for the net charge: 0. The calculation puts the total energy at -379.0536 Ha. The relative energy (zero: lowest compared OMol25 entry of this formula, charge and spin) comes out at 54.9 kcal per mole.


Entry 3:
This record from the OMol25 dataset describes 2 unconnected molecules or ions with the total composition C3H8N2O2. The level of theory is ωB97M-V/def2-TZVPD.

XYZ file:
```
15
Properties=species:S:1:pos:R:3:lowdin_charge:R:1
O -1.75782 -0.21210 -0.76168 -0.02
N -0.62865 -0.63582 -1.45665 -0.10
N -0.63331 -1.07664 -2.56863 -0.02
O -1.88111 -1.14953 -3.23646 0.00
H -1.27586 0.12788 0.06876 0.09
H -1.71753 -1.69641 -3.95505 0.04
C 0.59478 -0.73405 1.87552 0.02
C 0.64505 0.25049 1.03536 -0.27
C 1.17582 1.66382 1.14154 -0.06
H 0.95141 -0.60504 2.84811 0.05
H 0.28022 -1.68350 1.63933 0.04
H 0.43414 -0.02051 0.02773 0.03
H 2.13029 1.52208 0.71324 0.07
H 0.57342 2.27247 0.50022 0.07
H 1.10915 1.97685 2.12866 0.05
```

Its structure (SMILES) is O/N=N\O.C=CC. The multiplicity is 1. As for the net charge: 0. The calculation puts the total energy at -378.9180 Ha. The relative energy (zero: lowest compared OMol25 entry of this formula, charge and spin) comes out at 140.0 kcal per mole.


Entry 4:
This record from the OMol25 dataset describes a molecular structure, C3H8N2O2. The level of theory is ωB97M-V/def2-TZVPD.

XYZ file:
```
15
Properties=species:S:1:pos:R:3:lowdin_charge:R:1
C -0.56441 0.17392 0.07885 -0.37
C -1.41859 0.73783 -1.00340 0.01
C 0.81562 0.78000 0.21072 -0.31
N 1.95629 -1.56739 -0.06610 -0.01
N -1.16076 -0.23549 1.22807 0.15
O 0.62256 -1.15555 -0.17137 -0.27
O 1.53974 1.15834 -0.70805 0.00
H 0.92108 1.23128 1.22113 0.14
H 2.47526 -0.96877 -0.71248 0.07
H 2.30440 -1.37035 0.87402 0.08
H -0.55106 -0.78871 1.82544 0.12
H -2.07599 -0.65970 1.13870 0.11
H -1.37787 0.03380 -1.83592 0.10
H -1.05294 1.68123 -1.40759 0.09
H -2.43337 0.94955 -0.67201 0.09
```

The multiplicity is 1. As for the net charge: 0. The calculation puts the total energy at -378.9337 Ha. The relative energy (zero: lowest compared OMol25 entry of this formula, charge and spin) comes out at 130.1 kcal per mole.


Entry 5:
This record from the OMol25 dataset describes 3 unconnected molecules or ions with the total composition C3H8N2O2. The level of theory is ωB97M-V/def2-TZVPD.

XYZ file:
```
15
Properties=species:S:1:pos:R:3:lowdin_charge:R:1
C 2.01591 -0.00379 -1.09180 -0.16
C 1.92970 -1.05390 -0.22749 -0.13
N 0.58278 -1.24869 0.00981 0.03
C -0.07066 -0.33105 -0.77217 -0.23
N 0.74810 0.40207 -1.46297 0.04
H 2.80980 0.68061 -1.31011 0.09
H 2.78826 -1.64674 0.01805 0.10
H 0.24722 -1.41852 0.94370 0.14
H -1.13056 -0.13226 -0.68910 0.11
O 2.36586 3.61208 0.72043 -0.07
H 1.41839 3.50071 0.88281 0.03
H 2.72955 3.75528 1.60384 0.03
O -5.44502 -1.86382 0.07944 -0.07
H -5.68153 -1.47440 0.93313 0.03
H -5.30780 -2.77758 0.36244 0.03
```

Its structure (SMILES) is c1c[nH]cn1.O.O. The multiplicity is 1. As for the net charge: 0. The calculation puts the total energy at -379.0717 Ha. The relative energy (zero: lowest compared OMol25 entry of this formula, charge and spin) comes out at 43.5 kcal per mole.


Entry 6:
This record from the OMol25 dataset describes C3H8N2O2 in the gas phase. The level of theory is ωB97M-V/def2-TZVPD.

XYZ file:
```
15
Properties=species:S:1:pos:R:3:lowdin_charge:R:1
N 1.86286 0.52234 -0.98749 0.14
C 0.52326 0.47521 -0.52959 -0.68
O -0.15827 1.58210 -1.02887 0.05
N -0.10994 -0.75789 -0.90153 0.05
C -1.23268 -0.86587 0.01469 -0.18
C -0.68476 -0.31363 1.33906 -0.18
O 0.33725 0.59503 0.93839 -0.09
H 2.23850 1.46014 -0.93929 0.09
H 2.47925 -0.14120 -0.53663 0.09
H -0.46422 1.99656 -0.21085 0.11
H 0.55000 -1.51899 -0.76050 0.12
H -1.60270 -1.89008 0.07804 0.12
H -2.03378 -0.22514 -0.36800 0.12
H -0.24145 -1.10316 1.96026 0.11
H -1.46333 0.18459 1.93231 0.12
```

Its structure (SMILES) is N[C@@]1(O)NCCO1. The multiplicity is 1. As for the net charge: 0. The calculation puts the total energy at -379.0980 Ha. The relative energy (zero: lowest compared OMol25 entry of this formula, charge and spin) comes out at 27.0 kcal per mole.